C31H40AsBaN5O3S | ωB97M-V with the def2-TZVPD basis set

**Relative energy (zero: lowest compared OMol25 entry of this formula, charge and spin)**: 0.024 eV

Each line ends with the Löwdin charge.
Cartesian coordinates (Å):
Ba: 0.013 -0.240 0.121  1.9224
C: -2.435 -3.276 -0.251  -0.0853
N: -1.509 -2.466 -1.030  -0.2882
C: -0.327 -3.240 -1.478  -0.2232
C: 0.374 -4.167 -0.486  -0.1667
C: 0.969 -3.592 0.805  -0.2476
N: 1.675 -2.337 0.608  -0.1033
C: 2.942 -2.351 0.474  -0.1134
C: 3.812 -1.206 0.245  -0.1377
C: 5.096 -1.524 -0.224  -0.0661
C: 6.029 -0.569 -0.555  -0.1126
C: 5.679 0.773 -0.390  -0.0954
C: 4.443 1.125 0.101  -0.0282
C: 3.455 0.169 0.444  -0.3874
O: 2.318 0.561 0.930  -0.3542
C: -2.157 -1.970 -2.259  -0.2235
C: -3.294 -0.961 -2.125  -0.1521
C: -2.916 0.460 -1.649  -0.2375
N: -1.537 0.763 -1.960  -0.1116
C: -1.250 1.345 -3.058  -0.1196
C: 0.083 1.551 -3.586  -0.1509
C: 0.213 2.433 -4.673  -0.0776
C: 1.426 2.681 -5.271  -0.1255
C: 2.555 2.005 -4.785  -0.1051
C: 2.469 1.114 -3.745  -0.0252
C: 1.232 0.842 -3.090  -0.4023
O: 1.170 -0.002 -2.131  -0.3040
H: -2.786 -4.158 -0.811  0.0989
H: -3.301 -2.679 0.030  0.0829
H: -1.965 -3.608 0.674  0.0743
H: 0.389 -2.518 -1.885  0.0983
H: -0.639 -3.877 -2.322  0.1233
H: 1.193 -4.613 -1.059  0.1174
H: -0.286 -4.995 -0.212  0.1076
H: 1.638 -4.348 1.239  0.1123
H: 0.171 -3.406 1.532  0.0866
H: 3.471 -3.316 0.503  0.1264
H: 5.346 -2.574 -0.346  0.1040
H: 7.002 -0.855 -0.930  0.0920
H: 6.388 1.552 -0.642  0.1003
H: 4.195 2.170 0.243  0.1030
H: -2.542 -2.842 -2.815  0.1228
H: -1.369 -1.527 -2.871  0.1142
H: -4.101 -1.350 -1.501  0.1004
H: -3.709 -0.876 -3.133  0.1131
H: -3.052 0.545 -0.566  0.0851
H: -3.604 1.183 -2.108  0.1141
H: -2.064 1.733 -3.693  0.1272
H: -0.681 2.930 -5.038  0.1020
H: 1.507 3.371 -6.100  0.0872
H: 3.521 2.182 -5.245  0.0969
H: 3.345 0.593 -3.378  0.1069
C: -1.237 -1.859 5.245  -0.2048
As: -0.472 -0.756 3.870  0.9501
C: -0.694 1.073 4.406  -0.1937
C: 1.415 -1.096 3.799  -0.1899
O: -1.204 -1.059 2.407  -0.6926
H: -0.763 -1.659 6.205  0.0393
H: -1.093 -2.902 4.972  0.0388
H: -2.304 -1.651 5.309  0.0402
H: -0.162 1.256 5.339  0.0426
H: -1.754 1.287 4.530  0.0390
H: -0.295 1.706 3.613  0.0281
H: 1.878 -0.827 4.747  0.0450
H: 1.844 -0.510 2.981  0.0182
H: 1.565 -2.155 3.592  0.0385
N: 1.191 3.136 0.269  0.1328
C: -0.102 3.282 0.574  -0.6994
N: -0.829 2.332 1.101  -0.0235
C: -2.121 2.777 1.332  -0.3352
C: -3.147 1.996 1.864  -0.0462
C: -4.404 2.557 2.012  -0.0860
C: -4.653 3.877 1.633  -0.0978
C: -3.646 4.657 1.089  -0.0925
C: -2.386 4.096 0.944  -0.4705
S: -0.928 4.806 0.299  1.0884
H: 1.678 2.254 0.472  0.0492
H: 1.667 3.846 -0.258  0.1045
H: -2.943 0.966 2.133  0.0933
H: -5.208 1.961 2.423  0.1014
H: -5.643 4.294 1.758  0.0999
H: -3.842 5.678 0.789  0.1072

=====

C31H40BF8I2N3O9P | ωB97M-V with the def2-TZVPD basis set

**Charge**: +1

Each line ends with the Löwdin charge.
Cartesian coordinates (Å):
C: 1.800 4.262 -1.007  -0.1058
C: 1.352 2.722 -0.650  -0.1495
B: 1.270 1.746 -1.937  -0.4256
O: 0.697 2.343 -3.159  0.0068
C: 1.721 0.145 -1.988  -0.1856
C: 3.201 -0.229 -1.512  -0.6082
I: 3.982 -2.129 -2.364  0.9201
C: 4.383 0.824 -1.765  -0.8152
C: 4.556 1.952 -0.577  -0.1294
I: 4.588 1.660 -3.759  0.8919
C: 0.472 -0.545 -1.154  -0.1421
N: 0.866 -1.433 -0.058  0.0276
C: 0.755 -0.953 1.307  -0.2941
C: -0.232 -1.502 2.482  0.0096
O: 1.519 0.024 1.666  0.0329
C: 1.121 -2.820 -0.302  -0.3865
C: 1.702 -3.719 0.939  0.0088
O: 1.008 -3.478 -1.402  -0.0429
C: -0.775 -0.877 -2.138  -0.3742
C: -1.759 -2.122 -1.837  -0.1276
C: -2.180 -2.334 -0.299  -0.1773
O: -3.644 -2.418 -0.100  -0.1470
C: -3.811 -2.529 1.338  -0.0862
C: -5.088 -1.708 1.918  -0.1942
F: -5.554 -2.499 3.055  0.0310
F: -6.211 -1.694 0.999  0.0565
C: -4.724 -0.252 2.517  -0.1639
F: -3.384 0.196 2.225  0.0345
F: -4.797 -0.338 3.970  0.0672
C: -5.726 0.937 2.099  -0.2028
F: -5.847 1.144 0.678  0.0520
F: -7.067 0.784 2.609  0.0803
C: -5.200 2.371 2.700  -0.1282
F: -6.013 3.380 2.023  -0.0049
F: -5.446 2.514 4.101  0.0383
P: -2.033 0.510 -2.559  1.0156
C: -2.514 0.528 -4.385  -0.3690
C: -3.080 -0.859 -4.991  -0.1699
C: -3.492 0.594 -1.375  -0.3747
C: -4.878 -0.086 -1.943  -0.1460
C: 0.069 -0.937 -3.505  0.0751
N: 1.300 -0.378 -3.367  -0.0535
N: 1.985 -0.397 -4.576  0.0909
C: 1.410 0.325 -5.510  -0.1025
O: 0.978 1.250 -6.249  0.1509
H: 2.482 4.279 -1.930  0.0676
H: 2.355 4.675 -0.072  0.0961
H: 0.852 4.911 -1.124  0.0930
H: 0.261 2.823 -0.242  0.1297
H: 1.957 2.292 0.246  0.0875
H: 1.352 3.028 -3.439  0.0964
H: 3.215 -0.433 -0.363  0.1043
H: 5.359 0.193 -1.635  0.0445
H: 4.210 2.946 -1.041  0.0487
H: 4.015 1.664 0.392  0.0791
H: 5.678 2.078 -0.334  0.0958
H: 0.002 0.352 -0.564  0.1479
H: -0.668 -2.499 2.067  0.0597
H: 0.430 -1.768 3.392  0.1157
H: -1.036 -0.745 2.789  0.0943
H: 2.143 -4.710 0.514  0.1121
H: 0.817 -4.052 1.617  0.0917
H: 2.522 -3.180 1.535  0.0861
H: -1.386 -3.140 -2.268  0.1346
H: -2.749 -1.911 -2.417  0.0909
H: -1.651 -3.255 0.151  0.1401
H: -1.869 -1.358 0.263  0.1097
H: -4.052 -3.651 1.552  0.1702
H: -2.877 -2.286 1.957  0.1151
H: -4.113 2.607 2.388  0.1805
H: -3.272 1.385 -4.578  0.1118
H: -1.559 0.831 -4.982  0.0729
H: -2.865 -0.832 -6.137  0.0905
H: -4.236 -0.950 -4.876  0.0863
H: -2.573 -1.810 -4.596  0.0566
H: -3.760 1.723 -1.255  0.0911
H: -3.276 0.233 -0.292  0.0626
H: -4.691 -0.913 -2.715  0.0474
H: -5.499 0.737 -2.488  0.0950
H: -5.534 -0.511 -1.105  0.0553
H: -0.422 -1.410 -4.423  0.1708
C: 3.883 0.371 3.965  0.0709
C: 4.785 -0.603 3.835  -0.2171
C: 6.192 -0.425 4.293  -0.3113
O: 6.985 -1.345 4.176  0.1170
C: 6.569 0.870 4.871  0.0818
C: 5.667 1.847 4.998  -0.2180
C: 4.254 1.659 4.564  -0.3080
O: 3.451 2.566 4.711  0.1148
O: 6.006 3.057 5.531  0.0984
O: 4.453 -1.807 3.276  0.0715
H: 2.858 0.254 3.639  0.1085
H: 7.597 0.992 5.183  0.1409
H: 5.184 3.588 5.515  0.1187
H: 5.274 -2.339 3.298  0.1168

=====

C31H40BrCrN4O13P2S2 | ωB97M-V with the def2-TZVPD basis set

**Multiplicity**: 2
**Relative energy (zero: lowest compared OMol25 entry of this formula, charge and spin)**: 0.000 eV

Each line ends with the Löwdin charge.
Cartesian coordinates (Å):
Cr: -0.125 1.529 -2.022  0.8889
C: 0.281 2.850 4.044  -0.0183
C: 0.654 1.545 3.372  -0.4266
C: 2.142 1.275 3.405  -0.0395
O: 0.251 1.635 1.974  -0.1583
P: -0.656 0.567 1.255  0.5127
O: -0.870 0.998 -0.142  -0.2621
C: 0.110 -1.031 1.468  -0.1941
P: -0.853 -2.433 0.842  0.4682
O: -1.331 -2.229 -0.528  -0.2321
O: -2.035 -2.605 1.872  -0.1687
C: -1.896 -3.153 3.210  -0.4443
C: -2.297 -4.613 3.186  -0.0376
C: -2.765 -2.310 4.119  -0.0331
O: 0.035 -3.706 1.151  -0.1810
C: 1.230 -4.175 0.454  -0.3989
C: 1.143 -3.957 -1.039  -0.0383
C: 2.465 -3.548 1.074  -0.0367
O: -1.990 0.450 2.085  -0.1766
C: -2.890 1.621 2.118  -0.4066
C: -3.898 1.508 0.997  -0.0249
C: -3.511 1.641 3.495  -0.0373
H: 0.585 2.827 5.091  0.0914
H: -0.795 3.019 4.003  0.0731
H: 0.783 3.680 3.549  0.0856
H: 0.097 0.721 3.832  0.1297
H: 2.664 2.073 2.875  0.0953
H: 2.390 0.323 2.933  0.0528
H: 2.495 1.251 4.437  0.0899
H: 0.297 -1.195 2.532  0.0856
H: 1.069 -0.964 0.945  0.0328
H: -0.848 -3.064 3.512  0.1318
H: -3.333 -4.707 2.860  0.0913
H: -2.207 -5.040 4.186  0.0882
H: -1.660 -5.176 2.506  0.0746
H: -3.815 -2.420 3.842  0.0928
H: -2.495 -1.258 4.038  0.0619
H: -2.644 -2.630 5.155  0.0891
H: 1.221 -5.243 0.671  0.1423
H: 1.100 -2.895 -1.278  0.0679
H: 0.259 -4.431 -1.462  0.0918
H: 2.035 -4.373 -1.510  0.0927
H: 2.607 -2.518 0.742  0.0381
H: 3.346 -4.113 0.766  0.0909
H: 2.407 -3.572 2.163  0.0881
H: -2.275 2.513 1.970  0.1307
H: -4.492 0.599 1.115  0.0915
H: -3.405 1.495 0.026  0.0656
H: -4.564 2.372 1.022  0.0956
H: -4.166 0.778 3.630  0.0841
H: -4.105 2.547 3.614  0.0945
H: -2.746 1.626 4.271  0.0742
N: 2.587 3.214 -3.220  0.1457
C: 1.661 2.842 -4.117  -0.6354
N: 0.581 2.154 -3.814  -0.0050
C: -0.157 1.824 -4.940  -0.3106
C: 0.331 2.290 -6.103  -0.3187
S: 1.802 3.158 -5.814  1.0812
C: -1.322 1.000 -4.655  -0.3074
C: -2.267 0.515 -5.482  -0.3207
S: -3.408 -0.421 -4.580  1.0830
C: -2.521 -0.099 -3.131  -0.6292
N: -1.468 0.654 -3.321  0.0117
N: -2.911 -0.553 -1.919  0.1295
H: 2.305 3.151 -2.235  0.0887
H: 3.262 3.911 -3.477  0.1063
H: -0.057 2.166 -7.099  0.0795
H: -2.361 0.639 -6.547  0.0790
H: -3.476 -1.385 -1.905  0.1034
H: -2.173 -0.566 -1.220  0.0496
O: -1.053 6.378 1.443  0.1480
C: -0.851 5.427 0.742  -0.2416
C: -1.875 4.735 -0.172  -0.2804
O: -3.065 4.949 -0.197  0.1113
C: -1.087 3.750 -0.911  -0.2678
C: 0.219 3.686 -0.444  -0.2845
O: 1.011 2.789 -0.945  -0.1342
C: 0.478 4.678 0.590  -0.2813
O: 1.487 4.867 1.235  0.1028
O: -1.444 2.937 -1.863  -0.0916
Br: 3.447 0.239 -0.054  0.8841
C: 3.837 -0.995 -1.448  -0.5732
C: 5.012 -1.718 -1.276  -0.1451
C: 5.412 -2.643 -2.224  -0.0790
C: 4.639 -2.844 -3.359  -0.0719
C: 3.477 -2.115 -3.525  -0.0205
C: 3.043 -1.186 -2.579  -0.1493
C: 1.732 -0.498 -2.912  -0.5474
O: 1.262 -0.625 -4.027  0.0871
O: 1.176 0.163 -1.936  -0.1898
H: 5.612 -1.543 -0.393  0.0934
H: 6.330 -3.197 -2.077  0.1059
H: 4.942 -3.562 -4.110  0.1050
H: 2.856 -2.246 -4.402  0.1204

=====

C31H40FIN4O6 | ωB97M-V with the def2-TZVPD basis set

**Structure (SMILES)**: O=C(F)NC(=O)[C@@H](OCI)[C@@H](O[C@H](CCCCO)CC(=O)c1ccccc1)c1cccnc1.CCCC#N.CCCC#N

Each line ends with the Löwdin charge.
Cartesian coordinates (Å):
O: 9.491 4.334 0.842  0.0147
C: 8.544 3.588 0.246  -0.1950
F: 7.908 4.216 -0.972  -0.0283
N: 8.159 2.171 0.720  0.1319
C: 7.946 1.405 -0.566  -0.1943
O: 8.971 1.455 -1.462  0.0049
C: 6.641 0.486 -0.956  -0.1568
O: 6.562 -0.807 -0.257  -0.2592
C: 7.885 -1.461 -0.165  -0.6359
I: 7.580 -3.589 0.277  0.7358
C: 5.200 1.343 -0.917  -0.2116
O: 4.206 0.450 -1.479  -0.1143
C: 2.883 1.016 -1.695  -0.2593
C: 2.815 2.517 -2.342  -0.1365
C: 2.367 3.712 -1.317  -0.2137
C: 0.776 4.136 -1.402  -0.1798
C: 0.387 5.353 -0.323  -0.2376
O: 0.902 5.109 1.034  -0.1485
C: 1.852 0.869 -0.384  -0.0565
C: 1.630 -0.719 -0.031  -0.2054
O: 2.579 -1.669 -0.028  -0.0501
C: 0.085 -1.261 0.313  -0.0689
C: -0.122 -2.629 1.244  -0.0010
C: -1.649 -3.163 1.594  -0.0644
C: -3.009 -2.410 1.066  -0.0600
C: -2.809 -1.084 0.112  -0.0564
C: -1.282 -0.534 -0.248  -0.0257
C: 4.937 1.794 0.663  -0.0661
C: 4.489 0.610 1.740  0.0464
C: 4.227 1.262 3.257  -0.0296
C: 4.455 2.869 3.380  -0.1265
N: 4.901 3.882 2.382  -0.0123
C: 5.153 3.371 1.005  -0.0758
H: 9.052 1.829 1.176  0.1567
H: 6.773 0.217 -2.112  0.1851
H: 8.590 -1.020 0.660  0.0797
H: 8.409 -1.307 -1.203  0.0909
H: 5.446 2.315 -1.533  0.1513
H: 2.366 0.310 -2.512  0.1709
H: 2.002 2.506 -3.216  0.1293
H: 3.823 2.860 -2.882  0.1251
H: 2.641 3.542 -0.192  0.0849
H: 2.974 4.683 -1.654  0.1307
H: 0.026 3.267 -1.179  0.0946
H: 0.583 4.569 -2.489  0.1212
H: -0.796 5.427 -0.247  0.1220
H: 0.781 6.397 -0.683  0.1281
H: 0.696 4.182 1.360  0.1039
H: 2.163 1.541 0.521  0.1147
H: 0.802 1.271 -0.773  0.0957
H: 0.795 -3.236 1.666  0.0965
H: -1.795 -4.122 2.271  0.0840
H: -4.111 -2.745 1.326  0.0400
H: -3.754 -0.518 -0.319  0.0811
H: -1.210 0.412 -0.938  0.0705
H: 4.372 -0.525 1.482  0.1036
H: 3.883 0.577 4.171  0.0946
H: 4.223 3.311 4.467  0.1036
H: 5.476 4.160 0.171  0.1237
C: -7.686 0.573 0.738  -0.1146
C: -7.944 -0.263 1.987  -0.2728
C: -6.751 -1.140 2.373  -0.1827
C: -6.439 -2.108 1.244  -0.1611
N: -6.180 -2.911 0.307  0.1318
H: -7.511 -0.056 -0.141  0.0699
H: -8.553 1.204 0.517  0.0741
H: -6.816 1.226 0.875  0.0749
H: -8.828 -0.891 1.818  0.1114
H: -8.181 0.407 2.821  0.1097
H: -6.980 -1.708 3.281  0.1157
H: -5.869 -0.522 2.573  0.1152
C: -7.083 -5.782 -2.136  -0.1155
C: -8.248 -6.657 -1.683  -0.2795
C: -9.606 -5.972 -1.849  -0.1976
C: -9.647 -4.704 -1.011  -0.1629
N: -9.682 -3.653 -0.316  0.0985
H: -7.007 -4.869 -1.536  0.0420
H: -6.137 -6.322 -2.026  0.0745
H: -7.193 -5.496 -3.188  0.0774
H: -8.096 -6.933 -0.632  0.1119
H: -8.242 -7.586 -2.264  0.1069
H: -10.408 -6.644 -1.524  0.1110
H: -9.782 -5.716 -2.899  0.1147

=====

C31H41AsNO2PRuSi | ωB97M-V with the def2-TZVPD basis set

**Multiplicity**: 5

Each line ends with the Löwdin charge.
Cartesian coordinates (Å):
Ru: 0.063 -0.260 -0.182  0.9417
Si: 0.154 -2.135 -1.265  0.3900
P: 0.502 0.863 -1.925  0.5811
N: -1.706 0.428 -0.127  -0.0326
H: 2.446 1.115 0.141  0.1219
C: 0.752 2.657 -1.662  -0.2439
H: 1.051 3.150 -2.602  0.0531
H: 1.533 2.769 -0.893  0.0277
H: -0.193 3.094 -1.277  0.0533
C: 1.964 0.385 -2.932  -0.2402
H: 2.052 1.099 -3.774  0.0525
H: 1.824 -0.642 -3.323  0.0383
H: 2.868 0.425 -2.298  0.0397
C: -0.815 0.917 -3.215  -0.2492
H: -0.469 1.514 -4.070  0.0499
H: -1.718 1.380 -2.784  0.0433
H: -1.059 -0.103 -3.544  0.0246
C: 1.710 -3.105 -1.461  -0.2851
H: 2.107 -3.340 -0.468  0.0246
H: 2.448 -2.546 -2.040  0.0106
H: 1.457 -4.035 -1.994  0.0304
H: -0.765 -2.968 -0.508  -0.0537
H: -0.407 -2.035 -2.593  -0.0763
C: -3.008 0.210 -0.289  -0.3575
C: -5.287 0.787 0.206  -0.0759
C: -3.963 1.023 0.379  -0.0218
C: -3.451 -0.857 -1.169  0.0071
C: -4.823 -1.014 -1.284  -0.0939
C: -5.747 -0.240 -0.640  -0.0678
H: -5.998 1.389 0.705  0.0958
H: -3.575 1.838 1.030  0.1189
H: -2.732 -1.449 -1.653  0.0601
H: -5.158 -1.819 -1.943  0.1121
H: -6.811 -0.399 -0.773  0.1090
C: 2.861 0.015 0.740  -0.6584
O: 2.046 -1.078 0.847  -0.2616
C: 2.957 0.839 1.937  -0.0940
H: 4.001 1.150 2.128  0.0875
H: 2.444 0.422 2.780  0.0395
H: 2.392 1.843 1.592  0.1121
C: 4.258 -0.306 0.208  -0.0877
H: 4.919 0.605 0.136  0.0811
H: 4.460 -0.734 -0.738  0.0311
H: 5.011 -0.949 0.816  0.1130
O: -0.341 -1.209 1.662  -0.6339
As: -0.298 -0.637 3.311  1.2323
C: -2.111 -1.010 3.813  -0.3115
C: -2.709 -2.226 3.423  -0.1013
C: -4.013 -2.500 3.843  -0.0998
C: -4.725 -1.566 4.598  -0.1144
C: -4.131 -0.357 4.949  -0.1146
C: -2.831 -0.066 4.575  -0.1139
C: 0.985 -1.906 3.979  -0.3113
C: 1.008 -3.197 3.478  -0.1152
C: 1.840 -4.158 4.013  -0.0939
C: 2.725 -3.812 5.038  -0.0902
C: 2.763 -2.487 5.532  -0.0778
C: 1.869 -1.534 5.010  -0.1009
C: -0.135 1.307 3.342  -0.3518
C: 0.707 1.872 4.297  -0.1247
C: 0.783 3.276 4.392  -0.0872
C: -0.012 4.064 3.556  -0.1096
C: -0.883 3.486 2.619  -0.0887
C: -0.940 2.089 2.519  -0.1331
H: -2.157 -2.924 2.815  0.0861
H: -4.471 -3.463 3.572  0.1033
H: -5.757 -1.795 4.920  0.1023
H: -4.700 0.391 5.541  0.1087
H: -2.347 0.869 4.852  0.0961
H: 0.335 -3.462 2.615  0.1149
H: 1.819 -5.190 3.639  0.1072
H: 3.402 -4.559 5.471  0.0996
H: 3.457 -2.203 6.300  0.0901
H: 1.861 -0.526 5.405  0.0720
H: 1.291 1.255 4.957  0.0723
H: 1.451 3.724 5.111  0.0946
H: 0.048 5.178 3.634  0.1076
H: -1.507 4.093 1.986  0.0921
H: -1.590 1.624 1.777  0.0441

=====

For the records above, the corresponding E_tot values read -118760.721; -103581.785; -204095.353; -61833.844; -118975.232 eV.
For the records above, the corresponding max |F| values read 0.00858; 0.16952; 0.01328; 0.19523; 0.17672 hartree/bohr.